13
Properties=species:S:1:pos:R:3:forces:R:3:nbo_charge:R:1 method="wB97M-V/def2-TZVPD" e_above_lowest_kcal_mol=24.27 homo_lumo_gap_ev=10.757 lumo_energy_ev=0.409
N -0.65361 0.97328 0.77060 -0.4 2.3 -3.3 -0.860
C -0.18890 -0.10287 1.38291 2.8 -0.8 1.9 0.889
O 1.11407 -0.60705 0.86550 -0.2 0.3 1.2 -0.819
O -0.62792 -0.53041 2.42061 0.2 -0.3 -0.5 -0.611
H -1.36205 1.50151 1.28935 0.3 -0.8 -0.4 0.414
H -0.46240 1.34143 -0.24616 0.0 -1.3 2.5 0.461
H 1.81998 -0.81208 1.60232 -2.8 0.6 -1.7 0.518
H 0.55563 1.76499 -2.78944 -2.2 -0.7 1.2 0.480
H -0.36480 0.50475 -2.47326 0.3 1.7 0.4 0.512
O -0.32099 1.50717 -2.32648 2.0 -1.1 -1.3 -0.984
H 0.57131 -2.09210 -2.38163 -0.3 0.8 0.4 0.480
H 0.71763 -1.38019 -0.96368 -0.8 0.5 -2.3 0.515
O 0.36401 -1.24771 -1.92578 1.1 -1.3 1.9 -0.996

65
Properties=species:S:1:pos:R:3:forces:R:3:nbo_charge:R:1 method="wB97M-V/def2-TZVPD" charge=+1 e_above_lowest_kcal_mol=21.16 homo_lumo_gap_ev=7.194 lumo_energy_ev=-3.822
Ti -0.09019 -0.34611 0.44604 -0.1 0.0 0.3 1.576
N -0.55603 -4.29120 2.24549 0.0 0.0 -0.1 -0.783
C -0.02413 -3.16733 1.71780 0.0 -0.3 0.2 0.315
S -0.47635 -1.65510 2.48507 0.2 0.1 -0.1 -0.175
N 0.78936 -3.29110 0.71018 0.0 0.4 0.0 -0.411
N 1.28000 -2.03768 0.35252 -0.2 -0.6 0.0 -0.343
C 2.48249 -1.98945 -0.09420 0.2 0.2 -0.1 0.282
C 3.31206 -3.15966 -0.43941 -0.1 0.0 0.0 -0.055
C 2.82806 -4.11844 -1.32644 0.0 0.0 0.0 -0.169
C 3.62748 -5.18673 -1.69236 0.0 0.0 0.0 -0.208
C 4.90120 -5.31865 -1.15246 0.0 0.0 0.0 -0.176
C 5.38065 -4.37573 -0.25531 0.0 0.0 0.0 -0.209
C 4.59250 -3.28850 0.09147 0.1 0.0 0.0 -0.196
C 3.05807 -0.62040 -0.14636 0.0 -0.1 0.0 0.145
C 4.21332 -0.29180 -0.83482 0.0 0.0 0.1 -0.209
C 4.70776 0.99918 -0.69672 0.0 0.0 0.0 -0.138
C 4.04197 1.89621 0.11966 0.0 0.0 0.0 -0.221
C 2.86573 1.48800 0.73394 0.1 0.0 0.0 0.086
N 2.38228 0.26259 0.59657 -0.2 -0.1 -0.1 -0.442
H -1.07503 -4.24797 3.10314 0.0 0.0 0.0 0.414
H -0.15250 -5.17209 1.97042 0.0 0.0 0.0 0.413
H 1.82650 -4.02695 -1.72521 0.0 0.0 0.0 0.222
H 3.25885 -5.92318 -2.39368 0.0 0.0 0.0 0.227
H 5.52210 -6.15934 -1.43257 0.0 0.0 0.0 0.227
H 6.36946 -4.48271 0.16971 0.0 0.0 0.0 0.228
H 4.97241 -2.54964 0.78652 0.0 0.0 0.0 0.220
H 4.71428 -1.02610 -1.44892 0.0 0.0 0.0 0.248
H 5.61048 1.29320 -1.21555 0.0 0.0 0.0 0.237
H 4.41144 2.89992 0.27570 0.0 0.0 0.0 0.239
H 2.28743 2.16591 1.34999 0.0 0.0 0.0 0.216
C -1.53013 0.25368 -1.35675 0.1 0.0 -0.1 -0.318
C -0.95626 -1.01068 -1.64299 0.0 0.1 -0.1 -0.311
C -1.47512 -1.93347 -0.71988 0.0 0.0 0.0 -0.299
C -2.31110 -1.23156 0.17475 0.0 0.0 -0.1 -0.273
C -2.34612 0.12347 -0.22606 0.0 0.0 0.0 -0.294
H -1.37295 1.16007 -1.91265 0.0 0.0 0.0 0.258
H -0.27596 -1.23020 -2.45153 0.0 0.0 0.0 0.250
H -1.24206 -2.98304 -0.67267 0.0 0.0 0.0 0.265
H -2.84314 -1.65622 1.00714 0.0 0.0 0.0 0.262
H -2.89695 0.91570 0.25479 0.0 0.0 0.0 0.258
C 1.38490 0.78330 3.77884 0.1 0.0 0.0 -1.141
Si -0.10944 1.64625 3.05984 0.1 0.1 -0.4 1.835
C -1.74000 1.09747 3.78957 -0.1 0.0 0.0 -1.150
C 0.16885 3.44708 3.48121 0.1 0.0 0.1 -1.142
N -0.15537 1.39420 1.25802 -0.3 0.4 0.0 -1.140
C -0.28250 2.50376 0.37743 0.0 -0.3 0.4 0.065
C -0.99201 3.67516 0.65947 -0.1 0.0 -0.1 -0.167
C -1.00375 4.74742 -0.21926 0.0 0.0 0.0 -0.214
C -0.32111 4.68795 -1.42620 0.0 0.0 0.0 -0.197
C 0.35048 3.52421 -1.76652 0.0 -0.1 0.0 -0.268
C 0.33872 2.48379 -0.86804 0.1 0.0 -0.1 0.335
F 0.92903 1.29977 -1.25915 0.1 0.1 0.1 -0.331
H 1.17274 0.41287 4.78407 0.0 0.0 0.0 0.256
H 2.18452 1.52456 3.86679 0.0 -0.1 0.0 0.238
H 1.75718 -0.05558 3.19668 0.0 0.0 0.0 0.251
H -1.60749 0.51367 4.70176 0.0 0.0 0.0 0.257
H -2.33543 0.49544 3.10184 0.0 0.0 0.0 0.244
H -2.32795 1.98159 4.04859 0.0 0.0 0.0 0.250
H 0.52672 3.42579 4.51672 0.0 0.1 0.0 0.252
H -0.71761 4.07695 3.46165 0.0 0.0 0.0 0.240
H 0.94808 3.92704 2.88557 0.0 0.0 0.0 0.243
H -1.56667 3.73726 1.57054 0.0 0.0 0.0 0.219
H -1.56310 5.63522 0.04304 0.0 0.0 0.0 0.231
H -0.33008 5.52634 -2.10828 0.0 0.0 0.0 0.233
H 0.86553 3.40195 -2.70997 0.0 0.0 0.0 0.243

18
Properties=species:S:1:pos:R:3:forces:R:3:nbo_charge:R:1 method="wB97M-V/def2-TZVPD" charge=+1 e_above_lowest_kcal_mol=92.94 homo_lumo_gap_ev="8.453 / 8.455" lumo_energy_ev="-3.931 / -3.927"
C 1.43268 1.16850 0.38143 0.5 -0.9 3.0 -0.250
C 0.80331 0.86211 1.79128 -0.2 -1.8 -2.2 -0.515
C -0.50830 -0.47103 0.13633 -1.4 0.3 -3.5 0.096
C -1.91739 -0.07485 -1.76936 2.1 -2.3 2.6 -0.494
N -0.34351 -1.83373 0.43107 -1.1 -1.4 -0.2 -0.873
N 0.87631 0.08090 -0.48258 -0.4 -0.7 0.2 -0.577
S -0.97707 0.59974 1.41743 0.5 0.5 0.3 0.322
H 1.14130 2.15378 0.15596 -0.4 0.9 -1.2 0.242
H 2.52807 1.09113 0.50607 -0.5 0.0 -0.6 0.248
H 1.20562 -0.11593 2.02655 0.0 -0.2 0.7 0.221
H 0.95548 1.51436 2.59708 0.3 1.2 0.7 0.266
H -1.51944 -0.90220 -2.41316 -1.0 1.2 0.5 0.223
H -1.45542 0.83450 -1.66773 1.5 2.2 -1.0 0.173
H -2.88929 0.10510 -1.36018 -0.8 -1.1 -0.1 0.228
H -0.28729 -2.41590 -0.39639 1.2 0.3 -0.9 0.379
H -1.26034 -2.27514 0.62803 0.3 1.0 1.3 0.413
H 0.67529 0.41030 -1.42920 0.1 -0.1 0.1 0.450
H 1.53997 -0.73164 -0.55263 -0.7 0.9 0.2 0.449

78
Properties=species:S:1:pos:R:3:forces:R:3:lowdin_charge:R:1 method="wB97M-V/def2-TZVPD" charge=-1 homo_lumo_gap_ev=5.298 lumo_energy_ev=0.251
C -1.52830 0.64199 0.45046 1.4 0.7 -0.6 -0.198
S -2.84598 0.24004 1.67848 -3.3 3.5 1.9 0.707
O -4.14809 0.82187 1.12197 2.8 -1.2 -0.2 -0.441
O -2.54991 0.99687 2.97352 0.8 -1.6 -2.4 -0.432
B -3.11331 -1.60487 1.97510 -0.1 -0.7 1.0 -0.577
C -2.52481 -2.09659 3.45099 0.0 -0.3 -0.1 -0.180
C -0.97810 -1.74772 3.68283 -0.3 -1.3 2.9 -0.130
C -0.14249 -3.10578 3.72660 2.8 1.7 -1.4 -0.140
F -0.61753 -4.28236 4.32051 0.3 1.9 -1.8 0.021
C 1.11994 -3.11477 3.08819 -3.6 -1.3 1.6 -0.189
F 1.93436 -1.98464 3.15022 -1.2 -2.5 -1.4 0.047
F 1.45421 -4.28938 2.37843 1.1 2.6 1.6 0.026
B -2.62387 -2.59264 0.72139 -0.6 -0.8 -1.6 -0.477
N -1.20871 -2.85273 0.27647 -0.5 -0.6 0.0 0.115
O -3.65330 -3.33221 -0.01173 1.6 1.2 -0.1 0.024
H -0.48784 0.28741 0.76634 -1.5 0.3 -0.1 0.060
H -1.44634 1.78157 0.36743 -0.4 -1.6 0.2 0.069
H -1.70852 0.21684 -0.58777 -0.2 0.4 1.4 0.072
H -4.30353 -1.74785 2.06353 -0.2 0.6 -0.1 0.078
H -2.69440 -3.23156 3.46633 0.4 1.5 0.2 0.102
H -3.19306 -1.68637 4.28704 1.2 -0.4 -1.1 0.105
H -0.54847 -0.97422 2.98174 -0.4 -1.3 0.6 0.102
H -0.89638 -1.31158 4.74327 -0.1 -0.3 -1.5 0.122
H -0.74132 -2.01732 -0.08102 0.0 -0.5 0.6 0.039
H -0.65056 -3.34753 0.97745 0.0 0.6 -0.4 0.038
H -4.32162 -2.70685 -0.34691 0.1 -0.4 0.9 0.081
O 8.21267 -2.38006 2.06815 -1.4 -0.4 4.0 -0.253
P 7.81886 -1.04813 2.70857 2.1 4.3 -7.4 0.702
O 6.80484 -0.51017 1.50323 -0.4 -0.7 1.2 -0.217
C 5.85705 -1.38084 0.89230 -0.5 -0.1 -0.4 -0.290
C 4.47259 -1.16792 1.47409 0.0 0.1 0.1 -0.086
O 9.17941 -0.20594 2.28539 -0.3 -0.2 1.4 -0.228
C 10.41490 -0.88380 2.08886 0.2 -0.2 -0.3 -0.307
C 10.64007 -1.14075 0.61039 0.0 0.1 -0.2 -0.080
O 7.41340 0.34702 3.60047 0.4 -3.0 1.4 -0.202
C 6.12614 0.47404 4.18077 -0.6 0.2 0.2 -0.298
C 5.79333 -0.66015 5.12443 0.1 0.0 0.2 -0.082
H 6.13511 -2.43195 0.98640 0.2 0.1 0.0 0.103
H 5.84238 -1.14214 -0.17360 0.1 0.1 0.0 0.118
H 4.44649 -1.45671 2.52758 -0.1 -0.1 0.0 0.055
H 3.73254 -1.76838 0.93974 0.1 0.0 0.1 0.080
H 4.18063 -0.11702 1.41205 0.0 -0.1 -0.1 0.082
H 10.45418 -1.80858 2.66839 -0.1 0.0 -0.2 0.101
H 11.21012 -0.23663 2.46900 -0.2 0.1 0.0 0.112
H 9.78958 -1.64969 0.15302 0.0 -0.1 0.2 0.072
H 11.53593 -1.74649 0.45265 0.0 0.0 0.0 0.074
H 10.76039 -0.19502 0.07487 0.1 0.0 0.1 0.075
H 5.37386 0.58199 3.39768 0.1 -0.2 -0.1 0.099
H 6.12311 1.41540 4.73797 0.2 0.0 -0.1 0.125
H 5.81910 -1.62767 4.61155 -0.1 0.0 -0.1 0.067
H 4.79935 -0.52186 5.55316 0.0 -0.1 0.0 0.087
H 6.52212 -0.70708 5.93826 -0.1 0.0 0.0 0.081
O -6.19261 4.06624 -3.61681 2.2 1.2 -3.5 -0.252
P -5.26933 2.95616 -4.12353 -2.7 -5.4 6.8 0.699
O -6.42268 1.76236 -4.27707 0.3 0.7 -1.3 -0.214
C -7.69300 2.03460 -4.85398 -0.4 -0.1 -0.1 -0.298
C -7.74245 1.57946 -6.30087 0.1 -0.1 -0.1 -0.088
O -4.64660 2.51545 -2.65963 0.8 0.6 -1.4 -0.217
C -4.56363 3.45859 -1.59214 -0.2 0.2 0.6 -0.291
C -5.74091 3.28973 -0.65160 -0.2 -0.3 0.1 -0.072
O -4.12927 1.86200 -4.76978 -0.1 3.1 -1.0 -0.199
C -4.17032 1.51276 -6.14097 0.1 -0.3 -0.4 -0.305
C -4.06535 2.71317 -7.05594 0.2 0.1 0.0 -0.090
H -7.95970 3.09141 -4.79421 0.2 0.0 0.2 0.101
H -8.43367 1.47841 -4.27505 0.1 0.0 0.1 0.119
H -7.05100 2.16305 -6.91469 0.0 0.0 0.0 0.060
H -8.74838 1.70439 -6.71064 0.1 0.0 0.0 0.075
H -7.45696 0.52874 -6.38931 -0.1 0.0 0.0 0.076
H -4.49579 4.48019 -1.97382 -0.1 -0.1 0.0 0.098
H -3.63673 3.26013 -1.04826 0.0 -0.2 -0.1 0.110
H -6.69506 3.32216 -1.18328 0.1 0.2 -0.1 0.068
H -5.74149 4.06895 0.11440 0.1 -0.1 0.0 0.079
H -5.69362 2.31604 -0.15739 0.2 0.1 0.0 0.060
H -5.06532 0.92328 -6.34843 -0.1 0.1 0.1 0.096
H -3.31977 0.84930 -6.32289 0.0 0.1 0.2 0.124
H -4.88224 3.42156 -6.88170 -0.1 -0.1 0.0 0.064
H -4.09451 2.40097 -8.10165 0.0 0.1 0.0 0.081
H -3.12981 3.24982 -6.87699 0.0 -0.1 0.0 0.082